[1]
55
Properties=species:S:1:pos:R:3 method="wB97M-V/def2-TZVPD" e_homo_ev="-20.6 / -20.6" total_energy_ev=-46292.02112 orbital_gap_ev="4.371 / 4.044" spin_multiplicity=1 charge=+4 lumo_energy_ha="-0.596 / -0.608"
H 1.695 0.983 -5.156
N -2.367 -0.561 -0.016
C -0.208 3.613 -0.047
H 3.402 -0.319 -1.475
C -0.245 -1.504 1.954
H -1.431 3.530 1.729
H 5.102 -5.201 0.532
H -1.149 2.522 -3.134
H -3.212 1.939 -1.856
H 0.758 3.604 -1.982
O -0.215 -3.091 -1.814
O -0.519 -2.090 2.892
H 4.727 -2.740 0.384
C 2.341 0.517 -4.408
C 2.593 -2.890 0.543
H 4.621 -0.283 -0.146
C 1.516 -3.769 0.741
H 3.232 1.129 -4.255
H 2.628 -0.484 -4.735
P 2.401 -1.048 0.702
H 1.784 1.595 4.898
H 0.507 -3.362 0.873
C -2.363 2.394 -1.350
N 0.991 0.413 -2.215
Pb -0.284 0.677 -0.146
H 3.351 0.947 -0.258
C 1.879 2.287 4.060
H 2.932 2.516 3.880
H 4.400 -1.260 2.037
N 0.848 1.313 1.904
C -0.062 -2.160 -1.194
H -4.761 -2.594 0.012
H 1.335 3.209 4.278
H 3.551 0.255 2.409
C -4.766 -1.508 0.046
C -1.366 3.286 0.670
H -5.304 -1.118 -0.815
C 2.994 -5.667 0.754
C 4.083 -4.803 0.580
C 1.696 -5.141 0.838
H 0.616 4.112 0.459
C -0.129 3.330 -1.414
C -2.443 2.678 0.018
H 2.951 -1.274 3.057
H -3.353 2.441 0.564
C 3.885 -3.428 0.476
C 1.613 0.428 -3.180
H -5.252 -1.172 0.960
H 3.148 -6.745 0.826
C 3.572 -0.118 -0.416
C 3.422 -0.804 2.197
H 0.832 -5.805 0.980
C 1.325 1.704 2.893
C -3.430 -1.016 0.019
C -1.207 2.720 -2.065

=====

[2]
55
Properties=species:S:1:pos:R:3 method="wB97M-V/def2-TZVPD" e_homo_ev=-6.9 total_energy_ev=-35336.77191 orbital_gap_ev=5.812 spin_multiplicity=1 charge=0 lumo_energy_ha=-0.042
H -3.653 4.613 1.929
C 2.885 -2.644 -1.077
O -0.274 -2.994 -1.630
H -1.651 -3.416 4.155
C -0.529 2.260 -0.630
H -2.042 -4.763 -0.837
C -0.038 -2.916 1.916
O 0.533 -2.347 2.844
H 3.772 -4.391 -1.945
H 5.642 -3.115 -3.020
C 1.799 -0.579 -0.238
H 2.085 -3.179 -0.576
H -3.550 2.321 2.354
H -0.483 2.687 2.185
C -1.098 3.585 2.052
H 5.715 -0.630 -2.793
C 0.727 1.799 -2.762
C 3.924 -0.513 -1.583
C -1.220 -4.268 3.619
C -1.701 -4.542 1.250
C 2.878 -1.233 -0.957
H 1.756 2.134 -2.580
H -3.981 4.272 0.241
H 0.480 2.019 -3.805
C 4.879 -2.587 -2.445
N -1.553 3.114 -0.313
H -2.599 4.655 -1.411
H -3.643 1.728 0.683
H -2.447 -5.267 1.574
C -0.976 3.547 -2.398
C -0.511 -3.263 -0.434
H 1.201 -1.265 0.401
H -0.853 3.935 -3.392
C -1.827 3.902 -1.415
H 3.948 0.572 -1.471
H -1.563 3.828 3.016
H 0.670 0.715 -2.624
C 4.909 -1.193 -2.310
N 0.167 -2.683 0.594
C 0.078 1.120 0.087
C -3.173 4.469 0.953
H -1.924 -5.103 3.666
C -1.502 -4.253 -0.052
H -2.687 5.413 0.693
H -2.264 1.265 1.712
C -2.195 3.313 1.032
N -0.989 -3.938 2.226
C -2.956 2.072 1.461
O -0.564 0.469 0.938
C 1.439 0.720 -0.312
C 3.843 -3.311 -1.832
H -0.471 4.431 1.747
H -0.287 -4.563 4.111
H 2.103 1.504 -0.667
N -0.230 2.491 -1.928

=====

[3]
53
Properties=species:S:1:pos:R:3 method="wB97M-V/def2-TZVPD" e_homo_ev="-10.4 / -10.4" total_energy_ev=-51625.02274 orbital_gap_ev="6.894 / 7.457" spin_multiplicity=7 charge=+1 lumo_energy_ha="-0.127 / -0.107" s_squared=12.769
C 2.463 3.595 0.264
H 1.871 4.223 0.918
H 3.976 0.542 -2.050
H 5.421 2.274 -2.302
C 2.688 -1.171 -0.938
C -2.212 2.848 2.254
H -2.440 3.169 3.271
H 3.765 -1.122 -0.753
C 3.687 4.147 -0.080
C 2.591 1.243 -0.646
C 3.725 1.414 -1.460
N 0.520 2.174 0.100
H 2.847 -3.239 -0.467
H 0.735 -2.966 -1.816
C -2.409 1.327 2.171
Tb -0.006 0.014 0.512
H -1.279 3.167 -0.204
H -4.418 -1.335 1.261
C -4.321 -4.255 -0.474
C -0.824 3.394 1.895
C -1.605 -2.540 -0.343
H -1.454 0.832 2.427
C 0.758 -2.935 -0.718
C -2.981 0.770 0.834
H -3.045 0.983 2.988
H 0.639 -3.970 -0.383
C -1.947 -3.692 -1.063
H -1.130 -4.122 -1.627
N -2.206 -0.355 0.317
N -0.336 -2.116 -0.205
H 3.884 5.111 0.375
H -5.083 -5.009 -0.615
C -2.637 -1.609 0.183
H -0.065 2.926 2.535
N 2.037 0.039 -0.450
H 5.502 4.328 -1.152
C -0.387 3.280 0.420
H -2.961 1.570 0.088
C 2.136 -2.434 -0.273
H -2.962 3.333 1.620
C -4.623 -3.189 0.358
H 0.061 4.220 0.094
H -5.596 -3.225 0.837
H -4.035 0.527 0.959
H 2.150 -2.308 0.819
C 4.614 2.466 -1.604
H -3.061 -5.305 -1.770
H 2.564 -1.259 -2.026
C -3.122 -4.429 -1.132
C 4.654 3.687 -0.954
C 1.828 2.397 -0.109
C -3.899 -2.046 0.631
H -0.813 4.449 2.176

=====

[4]
61
Properties=species:S:1:pos:R:3 method="wB97M-V/def2-TZVPD" e_homo_ev=-9.3 total_energy_ev=-46511.97691 orbital_gap_ev=8.717 spin_multiplicity=1 charge=0 smiles="N#CCc1ccc(CCc2c(C(=O)O)[nH]c(=O)[nH]c2=O)cc1.CNC(=O)[C@H](CC(N)=O)NC(C)=O" lumo_energy_ha=-0.022
H -1.766 -2.924 -3.415
C 0.717 6.822 -0.146
C 3.714 -4.537 0.653
H -0.616 -4.847 -2.574
H -3.878 7.467 2.506
H 1.416 -5.909 -1.671
H 0.112 7.623 0.274
H 1.334 -1.002 -2.410
H -4.755 8.141 0.476
H 3.351 -2.069 -1.481
N -3.445 7.044 1.699
C 2.489 -2.682 -1.732
H 4.643 -4.239 -1.276
C 1.197 -2.966 1.643
C 0.206 -2.844 -2.553
C -1.048 -2.178 -3.062
O 2.089 -2.221 2.012
O -0.798 -7.100 2.586
C -3.904 7.465 0.374
C -1.661 -1.386 -1.987
C 3.736 -4.703 -0.876
C 2.524 -4.063 -1.507
H -2.393 1.703 -0.500
O 3.289 -7.365 0.971
H -0.805 -1.524 -3.904
C 2.402 -6.633 1.373
H 1.732 7.183 -0.305
O 1.837 5.268 1.249
C 2.469 -5.164 1.277
H -3.563 4.373 0.320
H 0.301 6.485 -1.094
N 0.252 -5.170 2.203
H -0.254 4.365 1.926
H 0.043 -1.550 1.274
H 1.237 -8.264 1.827
C 0.761 5.657 0.824
H -1.767 2.071 -2.095
H -0.635 -4.699 2.357
C 0.215 -6.535 2.232
C 0.249 -4.231 -2.348
H 4.603 -5.017 1.076
C -2.498 4.161 0.402
H -3.104 7.990 -0.152
C 1.401 -4.835 -1.834
C -1.744 5.430 0.843
C -2.033 3.652 -0.951
H 3.778 -5.765 -1.137
C -2.476 6.168 1.983
H -1.722 6.109 -0.008
N -2.128 -0.744 -1.133
N -0.369 5.068 1.214
C 1.342 -2.078 -2.254
H -4.215 6.602 -0.218
O -2.204 5.936 3.154
C 1.355 -4.440 1.724
N -2.079 2.364 -1.188
O -0.026 -2.518 1.269
O -1.643 4.405 -1.824
N 1.300 -7.258 1.871
H -2.367 3.382 1.153
H 3.802 -3.476 0.889